No. 1
ORCA calculation (wB97M-V/def2-TZVPD) on an isolated ion of composition C25H40NO2Si2 and charge +1 in a non-equilibrium geometry.

Each line ends with the Mulliken charge.
Cartesian coordinates (Å):
1 Si -3.047 -1.716 -0.224  0.79
2 Si -1.195 0.300 -3.445  0.53
3 O -1.996 0.910 -2.036  -0.37
4 O -1.601 -1.017 -0.900  -0.34
5 N -1.752 0.396 -0.765  0.70
6 C 3.590 -0.151 3.835  -1.06
7 C -2.396 -3.246 0.608  -1.16
8 C 0.515 -0.199 -2.917  -0.83
9 C -0.719 4.881 -1.853  -0.37
10 C 2.045 -1.971 2.432  1.23
11 C -1.133 1.776 -4.567  -1.05
12 C 3.121 1.707 2.302  -1.45
13 C -0.655 2.404 -0.566  0.81
14 C -1.876 2.919 -1.063  -0.19
15 C -2.170 -1.137 -4.074  -1.06
16 C -4.243 -2.133 -1.598  -1.20
17 C 2.557 0.444 -0.358  -2.27
18 C -1.902 4.140 -1.738  -0.78
19 C 2.681 -2.345 3.617  -1.04
20 C 0.212 0.380 0.818  -0.82
21 C 4.201 -1.859 5.565  -1.52
22 C -0.633 1.019 -0.229  0.18
23 C 0.472 4.422 -1.271  -1.05
24 C 1.542 -0.270 0.558  1.81
25 C 1.174 -2.985 1.741  -1.35
26 C 3.489 -1.454 4.314  0.56
27 C 2.947 0.263 2.671  0.89
28 C -3.883 -0.563 0.985  -0.99
29 C 2.205 -0.670 1.912  -0.28
30 C 0.466 3.263 -0.496  -0.08
31 H 4.195 0.572 4.383  0.33
32 H 3.571 0.177 -0.025  0.58
33 H -3.253 -0.990 -3.980  0.30
34 H 1.151 -3.903 2.340  0.40
35 H 1.078 -0.519 -3.809  0.63
36 H 4.997 -2.591 5.378  0.31
37 H -2.810 2.434 -0.795  0.23
38 H 2.188 2.198 2.002  0.15
39 H -2.847 4.470 -2.182  0.44
40 H 2.537 -3.354 3.996  0.39
41 H 4.664 -0.979 6.020  0.35
42 H 1.042 0.662 -2.486  0.06
43 H 1.556 -3.247 0.742  0.37
44 H 0.512 -1.029 -2.194  0.21
45 H -0.739 5.840 -2.385  0.39
46 H 2.468 1.538 -0.356  0.27
47 H -1.883 -2.062 -3.553  0.19
48 H 3.866 1.825 1.505  0.27
49 H -4.978 -0.640 0.873  0.41
50 H 1.291 -1.206 0.036  0.12
51 H 0.296 1.132 1.632  0.61
52 H -0.597 1.496 -5.487  0.37
53 H 3.502 -2.307 6.281  0.36
54 H 1.409 4.967 -1.420  0.47
55 H -0.606 2.623 -4.105  0.28
56 H -3.582 0.480 0.793  0.22
57 H 2.463 0.103 -1.391  0.46
58 H -4.533 -1.246 -2.178  0.27
59 H -5.153 -2.557 -1.137  0.40
60 H -1.861 -3.005 1.533  0.28
61 H 0.134 -2.640 1.649  -0.11
62 H -3.634 -0.818 2.027  0.31
63 H -3.832 -2.884 -2.287  0.33
64 H 1.316 2.979 0.125  0.13
65 H -3.238 -3.904 0.866  0.48
66 H -1.911 -1.245 -5.141  0.42
67 H -0.431 -0.441 1.187  -0.05
68 H -1.719 -3.793 -0.060  0.30
69 H 3.493 2.243 3.182  0.47
70 H -2.142 2.110 -4.838  0.32

As for the total energy: -47908.2734 eV. Its total charge is +1. The value obtained for the molar mass is 442.8 g mol⁻¹. As for the frontier orbital gap: 6.1 eV. The calculation puts the energy above the lowest of the compared OMol25 structures with the same formula, charge and spin at 0.0 kcal per mole. The spin multiplicity is 1. The value obtained for the LUMO energy is -4.9 eV. The SMILES is Cc1cc(C)c([C@H](C)CC(c2ccccc2)=[N+](O[Si](C)(C)C)O[Si](C)(C)C)c(C)c1. Its HOMO energy is -11.04 eV.

---

No. 2
ORCA calculation (wB97M-V/def2-TZVPD) on C48H40CaF3N7O4PSe2 as an isolated structure in a non-equilibrium geometry.

Each line ends with the Mulliken charge.
Cartesian coordinates (Å):
1 Se -1.219 9.154 20.721  -0.42
2 Se 2.366 11.462 21.673  -0.11
3 Ca 1.235 7.817 19.765  0.64
4 P 2.968 4.792 18.604  2.14
5 F 2.823 11.399 13.511  -0.27
6 F 3.473 12.932 14.876  -0.28
7 F 1.418 12.909 14.193  -0.26
8 O -1.113 10.743 25.055  -0.48
9 O -0.101 5.753 19.736  -0.62
10 O -0.338 12.877 20.674  -0.55
11 O 0.698 6.607 17.832  -0.51
12 N 1.211 7.277 24.950  -0.59
13 N 8.187 12.618 24.680  -0.66
14 N 5.917 9.047 16.985  -0.63
15 N 1.558 7.283 22.206  1.68
16 N 3.812 8.275 21.149  0.15
17 N 1.201 9.659 17.875  0.34
18 N 3.731 8.211 18.483  1.96
19 C 7.723 11.312 22.719  -0.55
20 C 3.743 8.090 17.158  -0.58
21 C 0.971 11.576 23.094  -1.45
22 C 4.114 4.430 15.998  -0.52
23 C 3.252 3.504 22.384  -0.61
24 C 6.562 5.312 16.935  -0.67
25 C 4.807 8.753 19.066  -0.05
26 C 2.311 7.767 24.409  -0.64
27 C 0.309 4.319 17.909  0.31
28 C -0.546 11.457 22.777  2.21
29 C 1.734 2.503 17.358  0.12
30 C 0.453 6.767 22.749  -0.65
31 C -0.606 2.427 16.810  -0.58
32 C 4.402 2.674 20.006  -0.11
33 C 3.525 3.755 19.999  -0.21
34 C 0.267 6.791 24.136  -0.96
35 C 1.607 3.781 17.892  -0.25
36 C 2.032 11.244 15.744  0.75
37 C -1.144 10.053 22.478  -1.27
38 C 5.578 9.963 22.550  0.70
39 C 3.669 8.457 22.451  -0.21
40 C 4.816 8.545 16.402  -1.26
41 C 1.891 10.766 18.088  0.01
42 C 8.519 12.144 23.481  -0.38
43 C 5.900 9.111 18.293  -0.69
44 C 0.862 9.376 16.615  -0.79
45 C 6.472 10.893 23.245  0.66
46 C 4.792 8.919 20.531  -0.09
47 C 4.273 4.684 17.362  0.10
48 C 6.400 5.012 15.593  -0.52
49 C 2.484 7.795 23.034  0.24
50 C 2.343 11.595 17.041  -1.03
51 C -0.797 3.639 17.413  -0.61
52 C 0.225 5.671 18.538  0.09
53 C 1.241 10.129 15.527  -0.99
54 C 5.501 5.172 17.806  -0.56
55 C 2.983 4.177 21.211  -0.11
56 C 0.659 1.848 16.800  -0.80
57 C -1.083 12.521 21.809  -1.18
58 C 5.167 4.597 15.123  -0.80
59 C 6.991 12.288 25.133  -0.39
60 C -1.219 11.833 24.133  -1.42
61 C 4.118 2.449 22.370  -0.39
62 C 5.672 9.781 21.180  -0.93
63 C 4.689 2.000 21.188  -0.81
64 C 4.535 9.279 23.186  -0.36
65 C 6.098 11.444 24.476  -0.46
66 C 2.433 12.127 14.587  0.72
67 H 2.821 3.869 23.310  0.47
68 H 2.702 1.995 17.356  0.35
69 H 0.761 0.847 16.397  0.40
70 H -0.676 9.358 23.174  0.12
71 H 3.147 4.111 15.632  0.43
72 H 0.324 8.463 16.474  0.60
73 H 9.463 12.477 23.069  0.37
74 H 1.203 10.849 23.872  0.47
75 H 2.903 12.467 17.311  0.54
76 H -0.648 6.435 24.595  0.45
77 H 5.611 5.440 18.869  0.39
78 H 4.761 8.465 15.326  0.52
79 H -0.320 6.422 22.085  0.48
80 H 3.050 8.130 25.079  0.59
81 H 2.882 7.622 16.666  0.63
82 H 7.531 5.640 17.290  0.39
83 H 0.944 9.808 14.541  0.46
84 H -1.478 10.970 25.900  0.29
85 H 8.074 11.002 21.745  0.38
86 H -2.070 12.211 21.484  0.35
87 H 5.137 11.202 24.941  0.31
88 H 5.384 1.177 21.188  0.41
89 H 4.370 1.963 23.312  0.36
90 H -1.250 13.450 22.385  0.28
91 H 6.796 9.489 18.764  0.56
92 H 1.120 12.574 23.558  0.36
93 H -1.761 4.096 17.539  0.55
94 H 2.319 5.040 21.207  0.08
95 H 4.872 2.339 19.095  0.39
96 H 6.411 10.337 20.622  0.30
97 H -1.478 1.905 16.416  0.38
98 H 5.034 4.424 14.086  0.46
99 H -2.262 12.124 23.973  0.50
100 H -0.693 12.697 24.550  0.47
101 H 6.738 12.734 26.097  0.37
102 H -2.207 10.164 22.745  0.48
103 H 7.222 5.142 14.930  0.42
104 H 2.143 11.037 19.124  -0.17
105 H 0.534 12.447 20.727  0.22
106 H 4.375 9.421 24.243  0.04

As for the total energy: -235624.5976 eV. Its total charge is -1. The value obtained for the molar mass is 1064.9 g mol⁻¹. As for the frontier orbital gap: 4.7 eV. The calculation puts the energy above the lowest of the compared OMol25 structures with the same formula, charge and spin at 0.0 kcal per mole. The spin multiplicity is 1. The value obtained for the LUMO energy is 1.3 eV. Its HOMO energy is -3.43 eV.

---

No. 3
ORCA calculation (wB97M-V/def2-TZVPD) on C39H81F6O22 as an isolated structure in a non-equilibrium geometry.

Each line ends with the Mulliken charge.
Cartesian coordinates (Å):
1 F -20.684 16.719 -1.017  -0.25
2 F -22.728 17.312 -0.988  -0.25
3 F -27.636 14.848 3.651  -0.25
4 F -21.317 18.827 -0.737  -0.26
5 F -27.232 13.621 1.830  -0.28
6 F -27.066 12.757 3.769  -0.17
7 O -19.895 16.166 8.110  0.41
8 O -18.025 14.981 9.987  -0.06
9 O -21.006 12.845 11.305  0.21
10 O -24.483 13.564 2.653  -0.57
11 O -24.921 12.761 6.491  -0.25
12 O -21.252 13.529 5.156  -0.20
13 O -18.904 11.179 13.828  -0.50
14 O -25.186 15.610 3.591  -0.34
15 O -18.413 12.203 10.825  0.18
16 O -20.383 17.023 1.651  -0.32
17 O -22.678 17.629 1.664  -0.54
18 O -26.600 14.296 10.471  -0.17
19 O -22.790 13.433 9.289  -0.16
20 O -24.255 15.848 9.332  -0.53
21 O -19.793 9.283 4.806  -0.01
22 O -21.889 10.911 5.572  0.85
23 O -20.926 13.660 7.316  -0.64
24 O -18.117 9.883 7.263  -0.01
25 O -20.315 12.227 3.394  0.74
26 O -21.771 15.396 6.180  0.14
27 O -18.062 10.816 4.634  0.27
28 O -23.082 18.365 8.039  -0.45
29 C -22.336 12.917 11.693  -0.71
30 C -17.552 11.623 13.570  -0.34
31 C -25.563 15.023 11.158  -1.61
32 C -18.817 16.861 8.732  -0.91
33 C -16.877 10.462 5.294  -0.81
34 C -23.071 17.058 7.448  -0.18
35 C -16.967 14.149 10.264  -0.97
36 C -20.355 16.640 3.050  -0.95
37 C -17.055 9.392 6.430  -0.75
38 C -25.382 14.324 3.099  0.43
39 C -26.883 13.905 3.080  0.89
40 C -17.798 11.128 10.118  -1.26
41 C -23.040 15.991 8.606  1.12
42 C -17.890 11.712 3.509  -1.00
43 C -24.235 14.827 10.353  0.91
44 C -24.176 18.670 8.812  -0.76
45 C -22.236 9.781 4.790  -0.75
46 C -21.556 17.555 -0.461  0.77
47 C -23.193 12.691 10.487  -1.10
48 C -22.912 11.455 6.326  -2.08
49 C -17.505 13.104 11.394  -0.85
50 C -23.127 15.802 4.939  -0.23
51 C -17.576 16.031 9.092  -0.99
52 C -21.313 14.147 6.247  -0.57
53 C -20.953 9.353 4.027  -0.67
54 C -21.152 15.416 3.403  1.55
55 C -19.872 8.152 5.638  -0.80
56 C -21.332 12.784 2.558  -1.10
57 C -20.043 12.814 12.364  0.05
58 C -19.146 11.901 2.681  -0.48
59 C -23.879 16.152 3.671  -1.81
60 C -23.573 12.995 8.157  -0.29
61 C -23.956 12.298 5.560  0.51
62 C -19.801 11.337 12.683  0.08
63 C -18.143 9.389 8.613  -1.33
64 C -26.012 13.348 5.843  -0.97
65 C -21.085 16.940 8.046  -1.35
66 C -21.586 17.356 1.086  0.40
67 C -27.688 14.057 11.348  -0.92
68 H -21.989 16.425 7.721  -0.56
69 H -23.932 17.238 3.582  0.61
70 H -25.804 16.081 11.269  0.44
71 H -17.548 12.654 3.938  0.37
72 H -17.168 11.276 12.611  -0.13
73 H -22.239 12.933 3.145  -0.20
74 H -23.451 13.127 5.063  -0.16
75 H -17.255 9.715 9.153  0.64
76 H -18.086 13.573 12.188  0.48
77 H -17.390 8.445 6.007  0.20
78 H -16.517 11.420 5.671  0.41
79 H -19.180 17.155 9.717  0.32
80 H -22.213 15.642 3.515  -1.14
81 H -21.028 8.435 3.445  0.59
82 H -20.668 17.480 3.670  0.40
83 H -28.090 15.017 11.671  0.33
84 H -19.007 9.741 9.176  0.27
85 H -22.983 10.059 4.046  0.38
86 H -24.236 12.833 10.769  0.44
87 H -25.124 18.269 8.452  0.29
88 H -23.882 16.762 6.783  1.44
89 H -28.522 13.536 10.878  0.22
90 H -22.235 16.324 9.262  0.53
91 H -26.655 13.876 6.547  0.40
92 H -18.595 17.790 8.207  0.36
93 H -17.284 10.384 10.728  0.35
94 H -17.450 12.686 13.789  0.29
95 H -19.321 10.961 2.157  0.20
96 H -16.757 16.579 9.557  0.53
97 H -18.818 12.713 2.033  0.40
98 H -20.946 15.262 4.462  -0.34
99 H -16.102 9.320 6.954  0.58
100 H -22.249 16.427 5.102  2.46
101 H -25.311 14.674 12.159  0.44
102 H -19.288 10.822 11.871  -0.13
103 H -22.575 12.153 12.433  0.40
104 H -21.656 12.150 1.732  0.43
105 H -16.034 10.104 4.705  0.38
106 H -20.488 8.205 6.536  0.22
107 H -18.116 8.302 8.684  0.32
108 H -23.740 16.018 5.814  -0.63
109 H -22.253 16.954 6.735  -0.97
110 H -21.802 15.423 5.221  -2.33
111 H -24.461 11.729 4.780  1.16
112 H -22.666 8.974 5.383  0.36
113 H -24.601 13.329 8.297  0.45
114 H -22.914 14.739 5.048  0.64
115 H -23.318 15.719 2.843  1.00
116 H -20.445 13.291 13.258  0.45
117 H -17.037 11.434 9.400  0.30
118 H -23.481 10.803 6.989  0.52
119 H -23.385 14.927 11.028  0.60
120 H -17.140 15.720 8.143  0.42
121 H -19.309 16.609 3.358  0.40
122 H -23.590 11.923 7.959  1.11
123 H -18.532 10.558 9.549  0.46
124 H -21.066 14.512 2.799  0.47
125 H -20.879 17.785 7.389  0.58
126 H -16.756 13.725 9.282  0.22
127 H -24.039 18.217 9.794  0.24
128 H -20.209 7.259 5.112  0.38
129 H -22.565 15.042 8.357  -0.16
130 H -24.243 13.904 9.773  -0.77
131 H -22.585 13.932 12.004  0.47
132 H -16.873 11.013 14.167  0.42
133 H -18.897 7.936 6.076  0.15
134 H -16.694 12.608 11.926  0.80
135 H -27.360 13.387 12.143  0.34
136 H -24.193 19.727 9.076  0.34
137 H -23.142 13.337 7.216  -1.53
138 H -26.610 12.556 5.392  0.55
139 H -16.050 14.647 10.579  0.35
140 H -23.093 11.652 10.175  0.41
141 H -20.945 13.742 2.211  0.65
142 H -20.706 10.798 12.965  0.41
143 H -17.098 11.390 2.833  0.36
144 H -20.781 10.064 3.219  -0.08
145 H -25.721 14.074 5.084  -0.18
146 H -21.395 17.257 9.041  0.66
147 H -22.356 12.047 7.053  0.34
148 H -19.131 13.385 12.189  -0.62

As for the total energy: -103067.2237 eV. Its total charge is -1. The value obtained for the molar mass is 1016.0 g mol⁻¹. As for the frontier orbital gap: 7.0 eV. The calculation puts the energy above the lowest of the compared OMol25 structures with the same formula, charge and spin at 747.6 kcal per mole. The spin multiplicity is 1. The value obtained for the LUMO energy is 2.4 eV. Its HOMO energy is -4.62 eV.